DFT (ωB97M-V/def2-TZVPD) results for 2 unconnected molecules or ions with the total composition C7H11I.

Last columns: bonded neighbours and bond lengths (Å).
Element x y z (Å)
1 C -0.040 -0.782 0.016  C9 1.387, C12 1.458
2 C -1.891 0.930 -0.242  I3 2.139, C15 1.447
3 I -3.659 -0.218 0.128  C2 2.139
4 C 2.297 -0.968 0.288  H8 1.073, C9 1.486, H10 1.022, H11 1.038
5 H 2.335 1.376 -1.104  C7 1.099
6 H -0.803 2.575 0.615  C15 1.065
7 C 1.344 1.118 -0.706  H5 1.099, C9 1.365, H17 1.060
8 H 2.378 -0.714 1.327  C4 1.073
9 C 1.162 -0.107 -0.131  C1 1.387, C4 1.486, C7 1.365
10 H 3.168 -0.764 -0.206  C4 1.022
11 H 2.061 -1.978 0.239  C4 1.038
12 C -0.474 -2.149 -0.248  C1 1.458, H13 1.069, H16 1.168, H19 1.047
13 H -0.923 -2.495 0.658  C12 1.069
14 H -2.392 3.027 -0.040  C15 1.150
15 C -1.783 2.190 0.461  C2 1.447, H6 1.065, H14 1.150, H18 1.160
16 H 0.323 -2.982 -0.435  C12 1.168
17 H 0.520 1.745 -0.931  C7 1.060
18 H -2.498 2.244 1.373  C15 1.160
19 H -1.126 -2.051 -1.062  C12 1.047

Calculated values
Total charge: 0
LUMO level (spin up / spin down) (eV): -0.10 / -0.62
Energy above the lowest of the compared OMol25 structures with the same formula, charge and spin (kcal per mole): 64.4
Molecular weight (g/mol): 222.07
Spin multiplicity: 3
F_max (hartree/bohr): 0.0830
E_HOMO (spin up / spin down) (eV): -7.18 / -8.40

---

DFT (ωB97M-V/def2-TZVPD) results for 2 unconnected molecules or ions with the total composition C7H11IN2.

Last columns: bonded neighbours and bond lengths (Å).
Element x y z (Å)
1 C 0.286 1.929 0.770  C3 1.533, C20 1.405, N21 1.304
2 H -2.069 -2.096 -1.501  C10 1.114
3 C 1.291 1.875 1.926  C1 1.533, H7 1.073, H15 1.072, H16 1.143
4 C -1.137 1.211 -0.694  N8 1.324, H14 1.064, C20 1.365
5 H -0.823 -0.925 -2.317  C10 1.069
6 H 0.633 -3.818 -0.055  C17 1.158
7 H 2.137 2.536 1.929  C3 1.073
8 N -0.261 2.043 -1.236  C4 1.324, H19 1.051, N21 1.303
9 H -1.179 0.587 1.562  C20 1.113
10 C -1.057 -1.634 -1.553  H2 1.114, H5 1.069, C11 1.321
11 C 0.061 -1.990 -0.946  C10 1.321, C17 1.549, I18 2.174
12 H -0.735 -2.993 0.949  C17 1.114
13 H 0.833 -2.294 1.045  C17 1.087
14 H -1.960 0.848 -1.262  C4 1.064
15 H 0.642 1.836 2.779  C3 1.072
16 H 1.754 0.844 1.754  C3 1.143
17 C 0.190 -2.828 0.350  H6 1.158, C11 1.549, H12 1.114, H13 1.087
18 I 1.927 -1.031 -1.515  C11 2.174
19 H -0.307 2.323 -2.249  N8 1.051
20 C -0.838 1.097 0.632  C1 1.405, C4 1.365, H9 1.113
21 N 0.608 2.479 -0.368  C1 1.304, N8 1.303

Calculated values
Total charge: 0
LUMO level (eV): 0.51
Energy above the lowest of the compared OMol25 structures with the same formula, charge and spin (kcal per mole): 10.0
Molecular weight (g/mol): 250.08
Spin multiplicity: 1
Structure (SMILES): Cc1cc[nH]n1.C=C(C)I
F_max (hartree/bohr): 0.0607
E_HOMO (eV): -8.87

---

DFT (ωB97M-V/def2-TZVPD) results for C7H11IO in the gas phase.

Last columns: bonded neighbours and bond lengths (Å).
Element x y z (Å)
1 H -1.046 2.050 1.454  C12 1.134
2 H -0.752 -1.111 2.057  C20 1.102
3 H -1.374 -0.492 -1.947  C10 1.028
4 C 0.407 -1.215 -0.970  C10 1.603, H11 1.174, C15 1.521, O17 1.405
5 C -1.265 0.540 -0.099  C10 1.534, C12 1.498, I18 2.150
6 H 2.189 0.218 -0.887  C15 1.176
7 H -0.104 0.605 -1.917  C10 1.025
8 H -0.013 2.370 0.042  C12 1.136
9 H 1.443 0.594 1.588  C13 1.114
10 C -0.642 -0.069 -1.362  H3 1.028, C4 1.603, C5 1.534, H7 1.025
11 H 0.657 -1.796 -1.959  C4 1.174
12 C -1.033 1.957 0.324  H1 1.134, C5 1.498, H8 1.136, H19 1.090
13 C 1.184 -0.414 1.191  H9 1.114, C15 1.615, H16 1.087, C20 1.499
14 H 2.417 -1.452 -0.299  C15 1.073
15 C 1.675 -0.677 -0.325  C4 1.521, H6 1.176, C13 1.615, H14 1.073
16 H 1.854 -0.955 1.853  C13 1.087
17 O -0.226 -1.909 0.075  C4 1.405, C20 1.362
18 I -3.372 0.131 0.016  C5 2.150
19 H -1.820 2.659 0.048  C12 1.090
20 C -0.180 -1.034 1.118  H2 1.102, C13 1.499, O17 1.362

Calculated values
Total charge: 0
LUMO level (eV): 0.77
Energy above the lowest of the compared OMol25 structures with the same formula, charge and spin (kcal per mole): 49.9
Molecular weight (g/mol): 238.07
Spin multiplicity: 1
F_max (hartree/bohr): 0.0778
E_HOMO (eV): -7.78

---

DFT (ωB97M-V/def2-TZVPD) results for C7H11N in the gas phase.

Last columns: bonded neighbours and bond lengths (Å).
Element x y z (Å)
1 H 2.052 -0.452 0.088  C9 1.076
2 H 1.438 2.260 0.395  C3 1.091
3 C 0.387 2.060 0.180  H2 1.091, C7 1.499, C14 1.580, H15 1.094
4 H -0.900 1.448 1.821  C14 1.081
5 H -1.800 0.754 -1.319  C8 1.080
6 H -1.730 -1.820 -1.034  N11 1.003
7 C 0.098 0.654 -0.251  C3 1.499, C8 1.368, C9 1.436
8 C -1.107 0.194 -0.710  H5 1.080, C7 1.368, N11 1.397
9 C 1.006 -0.454 -0.165  H1 1.076, C7 1.436, C18 1.370
10 H 0.077 2.967 2.192  C14 1.089
11 N -0.966 -1.179 -0.921  H6 1.003, C8 1.397, C18 1.378
12 H 1.715 -3.136 -0.572  C17 1.085
13 H 0.311 -3.481 0.446  C17 1.096
14 C -0.478 2.377 1.464  C3 1.580, H4 1.081, H10 1.089, H19 1.094
15 H 0.183 2.859 -0.538  C3 1.094
16 H 0.093 -3.510 -1.290  C17 1.087
17 C 0.639 -3.015 -0.490  H12 1.085, H13 1.096, H16 1.087, C18 1.489
18 C 0.268 -1.573 -0.452  C9 1.370, N11 1.378, C17 1.489
19 H -1.285 3.047 1.156  C14 1.094

Calculated values
Total charge: 0
LUMO level (eV): 1.06
Energy above the lowest of the compared OMol25 structures with the same formula, charge and spin (kcal per mole): 17.4
Molecular weight (g/mol): 109.17
Spin multiplicity: 1
Structure (SMILES): CCc1c[nH]c(C)c1
F_max (hartree/bohr): 0.0294
E_HOMO (eV): -7.86

---

DFT (ωB97M-V/def2-TZVPD) results for C7H11N in the gas phase.

Last columns: bonded neighbours and bond lengths (Å).
Element x y z (Å)
1 H 2.638 -0.191 0.386  C2 1.038
2 C 1.747 -0.615 0.707  H1 1.038, H8 1.075, C10 1.553, H12 1.132
3 N 3.291 1.186 -2.032  C15 1.162
4 H 0.651 1.741 0.768  C13 1.097
5 C 0.994 0.102 -1.568  H7 1.179, C10 1.544, C15 1.422
6 H -0.108 -2.063 -1.017  C18 1.105
7 H 0.105 0.372 -2.294  C5 1.179
8 H 1.810 -1.674 0.533  C2 1.075
9 H -1.356 1.977 -1.077  C17 1.081
10 C 0.508 -0.202 -0.134  C2 1.553, C5 1.544, C13 1.520, C18 1.528
11 H -2.078 0.633 -0.162  C17 1.074
12 H 1.618 -0.506 1.827  C2 1.132
13 C -0.133 1.070 0.395  H4 1.097, C10 1.520, C17 1.493
14 H -1.568 -0.995 -0.244  C18 1.208
15 C 2.238 0.749 -1.809  N3 1.162, C5 1.422
16 H -0.396 -2.086 0.615  C18 1.057
17 C -1.467 1.514 -0.106  H9 1.081, H11 1.074, C13 1.493, H19 1.047
18 C -0.433 -1.404 -0.192  H6 1.105, C10 1.528, H14 1.208, H16 1.057
19 H -1.850 2.258 0.523  C17 1.047

Calculated values
Total charge: 0
LUMO level (spin up / spin down) (eV): -0.05 / -1.08
Energy above the lowest of the compared OMol25 structures with the same formula, charge and spin (kcal per mole): 101.0
Molecular weight (g/mol): 109.17
Spin multiplicity: 1
F_max (hartree/bohr): 0.0613
E_HOMO (spin up / spin down) (eV): -9.05 / -8.35

---

DFT (ωB97M-V/def2-TZVPD) results for C7H11N in the gas phase.

Last columns: bonded neighbours and bond lengths (Å).
Element x y z (Å)
1 C 0.726 1.440 -0.571  C7 1.650, H8 1.138, C11 1.534, H15 1.272
2 C -0.112 -1.051 -0.512  C7 1.699, N9 1.381, C10 1.461, H18 1.037
3 H 1.841 -1.320 0.084  N9 1.116
4 H -2.997 -0.747 -0.579  C12 1.102
5 H 1.859 -0.597 -1.603  C7 1.108
6 H -3.061 0.840 0.322  C12 1.173
7 C 0.963 -0.011 -1.320  C1 1.650, C2 1.699, H5 1.108, H14 1.033
8 H 1.713 1.932 -0.290  C1 1.138
9 N 0.799 -1.346 0.483  C2 1.381, H3 1.116, C13 1.651
10 C -1.081 -0.113 0.048  C2 1.461, C11 1.570, C12 1.289
11 C -0.137 1.005 0.619  C1 1.534, C10 1.570, C13 1.585, H19 1.125
12 C -2.367 -0.047 -0.007  H4 1.102, H6 1.173, C10 1.289
13 C 0.885 0.049 1.362  N9 1.651, C11 1.585, H16 1.133, H17 1.050
14 H 0.431 0.056 -2.203  C7 1.033
15 H -0.054 1.928 -1.450  C1 1.272
16 H 0.390 -0.273 2.330  C13 1.133
17 H 1.841 0.201 1.768  C13 1.050
18 H -0.433 -1.950 -0.917  C2 1.037
19 H -0.390 1.723 1.447  C11 1.125

Calculated values
Total charge: 0
LUMO level (eV): 1.01
Energy above the lowest of the compared OMol25 structures with the same formula, charge and spin (kcal per mole): 118.0
Molecular weight (g/mol): 109.17
Spin multiplicity: 1
Structure (SMILES): C=C1[C@@H]2CC[C@H]1NC2
F_max (hartree/bohr): 0.1451
E_HOMO (eV): -7.85